A single C3H5NO2 molecule. Source: OMol25; level of theory: wB97M-V/def2-TZVPD.

Structure (ORCA input):
```
! wB97M-V def2-TZVPD RIJCOSX def2/J DEFGRID3
* xyz 0 1
O -0.3990 -1.4634 0.0264
O 0.8821 1.8132 -0.3147
N 1.8867 -0.2061 -0.0205
C 0.8068 0.6079 -0.1463
C -0.5183 -0.0999 -0.0038
C -1.6711 0.5483 0.1320
H -1.2812 -1.8353 -0.1075
H 2.8035 0.2124 -0.0407
H -1.7190 1.6241 0.0243
H -2.5824 0.0023 0.3665
H 1.7918 -1.2036 0.0843
*
```

Values from the calculation:
Molar mass = 87.1 Da
Calculated total energy = -8777.01838 eV
HOMO level = -9.47 eV
E_LUMO = 0.65 eV
Kohn-Sham gap = 10.118 eV
Largest force on an atom = 0.51 eV Å⁻¹

---

A single C3H5NO2 molecule in a non-equilibrium geometry. Source: OMol25; level of theory: wB97M-V/def2-TZVPD.

Structure (ORCA input):
```
! wB97M-V def2-TZVPD RIJCOSX def2/J DEFGRID3
* xyz 0 1
O -1.7153 0.5530 -0.3137
O -0.1426 1.7235 0.9581
N 1.6948 -0.1696 -0.0292
C -1.2570 -0.6735 0.2360
C 0.3831 -0.0988 -0.4798
C -0.4344 0.9717 0.0660
H 2.4467 -0.2449 -0.7025
H 0.2625 -0.3361 -1.5425
H -1.6182 -1.5859 -0.2223
H -1.4963 -0.6288 1.3143
H 1.8766 0.4894 0.7156
*
```

Values from the calculation:
Molar mass = 87.1 Da
Calculated total energy = -8774.86942 eV
HOMO level = -9.38 eV
E_LUMO = 0.86 eV
Kohn-Sham gap = 10.245 eV
Largest force on an atom = 1.16 eV Å⁻¹

---

A molecular structure, C3H5NO2. Source: OMol25; level of theory: wB97M-V/def2-TZVPD.

Structure (ORCA input):
```
! wB97M-V def2-TZVPD RIJCOSX def2/J DEFGRID3
* xyz 0 1
O -0.2562 1.3184 -0.7125
O 1.1636 -0.2886 -1.0923
N -0.9905 -0.6013 0.1659
C 0.9500 0.5420 -0.0837
C -0.7347 0.1050 -0.9736
C 0.1190 -0.1516 1.0331
H -0.2432 0.5353 1.8014
H 0.6347 -1.0011 1.4837
H -1.2873 -0.0952 -1.8911
H 1.7383 1.2356 0.2357
H -1.0936 -1.5985 0.0335
*
```

Values from the calculation:
Molar mass = 87.1 Da
Calculated total energy = -8774.39474 eV
HOMO level = -9.51 eV
E_LUMO = 0.91 eV
Kohn-Sham gap = 10.418 eV
Largest force on an atom = 0.42 eV Å⁻¹

---

A single C3H5NO2 molecule. Source: OMol25; level of theory: wB97M-V/def2-TZVPD.

Structure (ORCA input):
```
! wB97M-V def2-TZVPD RIJCOSX def2/J DEFGRID3
* xyz 0 1
O 2.4290 0.0334 -0.9737
O 0.6258 0.8767 0.1412
N 0.3476 -1.3219 0.6554
C 1.9565 0.7633 -0.1585
C -1.5750 0.0532 -0.1770
C -0.1624 -0.2547 0.2246
H -0.3515 -2.0583 0.7062
H 2.5136 1.4972 0.4367
H -2.2503 -0.7377 0.1563
H -1.8926 1.0062 0.2551
H -1.6408 0.1428 -1.2663
*
```

Values from the calculation:
Molar mass = 87.1 Da
Calculated total energy = -8776.72957 eV
HOMO level = -10.50 eV
E_LUMO = 0.87 eV
Kohn-Sham gap = 11.363 eV
Largest force on an atom = 0.62 eV Å⁻¹

---

A molecular structure, C3H5NO2. Source: OMol25; level of theory: wB97M-V/def2-TZVPD.

Structure (ORCA input):
```
! wB97M-V def2-TZVPD RIJCOSX def2/J DEFGRID3
* xyz 0 1
O -1.4892 0.6243 1.1634
O 1.2672 0.1640 -0.6052
N 1.1378 -1.4166 1.2005
C 0.6931 -0.5379 0.4328
C -0.6500 0.1918 0.2742
C 0.0837 0.9646 -0.8414
H 0.2368 2.0111 -0.5641
H 2.1162 -1.6310 1.0046
H -1.3259 -0.8210 -0.4779
H -0.2798 0.8646 -1.8657
H -1.7899 -0.4139 0.2787
*
```

Values from the calculation:
Molar mass = 87.1 Da
Calculated total energy = -8771.72544 eV
HOMO level = -10.07 eV
E_LUMO = -0.08 eV
Kohn-Sham gap = 9.986 eV
Largest force on an atom = 0.61 eV Å⁻¹

---

2 unconnected molecules or ions with the total composition C3H5NO2 in a non-equilibrium geometry. Source: OMol25; level of theory: wB97M-V/def2-TZVPD.

Structure (ORCA input):
```
! wB97M-V def2-TZVPD RIJCOSX def2/J DEFGRID3
* xyz 0 3
O 1.1865 -2.1608 0.9498
O 2.4011 -0.5432 0.3708
N 1.3296 -1.0383 0.4805
C 0.1961 -0.2728 0.0279
C -0.0767 1.0931 -0.3884
C -1.0315 0.3203 0.4701
H -0.5527 -1.4715 -2.2701
H -2.0157 0.1278 0.1117
H -0.5637 1.3532 -1.3877
H 0.2167 2.0274 0.1061
H -1.0896 0.5649 1.5294
*
```

Values from the calculation:
Molar mass = 87.1 Da
Calculated total energy = -8767.75576 eV
HOMO level (spin up / spin down) = -9.55 / -10.84 eV
⟨S²⟩ = 2.007
E_LUMO (spin up / spin down) = 0.69 / -1.94 eV
Kohn-Sham gap (spin up / spin down) = 10.246 / 8.904 eV
Largest force on an atom = 2.90 eV Å⁻¹

---

A molecular structure, C3H5NO2 in a non-equilibrium geometry. Source: OMol25; level of theory: wB97M-V/def2-TZVPD.

Structure (ORCA input):
```
! wB97M-V def2-TZVPD RIJCOSX def2/J DEFGRID3
* xyz 0 3
O -0.1095 1.5527 -0.3116
O 0.5077 -0.4992 1.1438
N 0.1053 0.3090 -0.4238
C -0.5955 -1.0296 -2.2630
C 0.3918 0.5428 2.0130
C 0.3160 -0.4489 -1.4785
H 1.4697 0.7484 2.3386
H -1.6867 -1.1379 -1.9923
H -0.2629 -1.5671 -3.1777
H 0.0339 1.5584 1.4476
H -0.1698 -0.0286 2.7038
*
```

Values from the calculation:
Molar mass = 87.1 Da
Calculated total energy = -8766.95938 eV
HOMO level (spin up / spin down) = -7.43 / -9.14 eV
⟨S²⟩ = 2.034
E_LUMO (spin up / spin down) = -0.44 / -3.23 eV
Kohn-Sham gap (spin up / spin down) = 6.989 / 5.918 eV
Largest force on an atom = 4.07 eV Å⁻¹

---

A gas-phase ion, C3H5NO2S (charge -2). Source: OMol25; level of theory: wB97M-V/def2-TZVPD.

Structure (ORCA input):
```
! wB97M-V def2-TZVPD RIJCOSX def2/J DEFGRID3
* xyz -2 1
S -2.6439 0.1953 1.5265
O 2.9206 -0.0347 -1.3907
O 0.8172 0.2661 -2.1437
N 1.2444 -0.2297 0.0527
C 1.6643 0.0292 -1.2758
C 0.1052 0.1813 0.8561
C -1.2251 -0.5316 0.6124
H -1.0799 -1.6045 0.8038
H -1.4340 -0.4973 -0.4649
H -0.0347 1.2669 0.8992
H 0.3889 -0.0471 1.8927
H 1.9615 -0.7300 0.5296
*
```

Values from the calculation:
Molar mass = 119.1 Da
Calculated total energy = -19612.11315 eV
HOMO level = 0.47 eV
E_LUMO = 6.17 eV
Kohn-Sham gap = 5.702 eV
Largest force on an atom = 0.95 eV Å⁻¹

---

The calculation returns the following ΔE to the lowest compared entry with this formula, charge and spin values, one per record and in order: 0.676 2.825 3.300 0.965 5.969 4.750 5.546 0.400 eV.